Formula: C39H95AsF6N5O21P4
Source: the Open Molecules 2025 dataset
Level of theory: wB97M-V/def2-TZVPD

XYZ file:
```
171
Properties=species:S:1:pos:R:3:forces:R:3
As 1.4935 2.4904 2.2274 -0.09 1.13 1.18
F 1.4216 1.6408 3.7768 -0.01 0.06 -0.97
F -0.2965 2.4011 2.1508 1.59 0.04 -0.34
F 1.5995 3.4565 0.7271 -0.15 -0.87 1.34
F 3.2773 2.5440 2.4451 -1.48 0.18 -0.45
F 1.6675 0.9710 1.2876 -0.29 1.36 0.87
F 1.2905 4.0655 3.2389 0.46 -1.91 -1.63
C 5.3138 7.1203 7.0224 0.11 0.08 2.76
O 5.5910 6.7552 8.1883 -0.32 0.48 -2.41
N 6.1894 7.7064 6.1875 1.54 1.15 -1.29
C 5.7849 8.3800 4.9100 -0.93 -0.89 0.05
C 7.5423 8.0800 6.6668 0.23 -0.32 0.15
H 4.2664 7.1113 6.6831 0.21 -0.29 -0.38
H 5.2038 7.7153 4.2707 0.01 -0.47 0.24
H 6.6031 8.6790 4.2547 0.37 -0.06 0.69
H 5.1055 9.2246 5.0246 0.29 0.30 0.54
H 7.5524 9.0273 7.2057 -0.27 0.17 -0.07
H 8.0312 7.3707 7.3347 -0.79 -0.35 0.13
H 8.2704 8.1453 5.8584 -0.47 0.16 -0.42
C -0.2621 0.3960 12.6475 -0.56 1.04 3.02
O -0.6160 0.8486 13.7773 0.66 -1.23 -3.09
N 0.9602 0.5725 12.1165 0.04 -0.48 -0.86
C 1.3343 -0.0549 10.8136 -0.93 0.13 0.96
C 1.9388 1.3742 12.7997 0.09 1.14 0.88
H -0.9187 -0.2188 12.0126 -0.08 0.13 0.12
H 1.7664 -1.0455 10.9556 0.84 0.31 0.15
H 1.9266 0.6637 10.2471 0.14 -0.41 -0.01
H 0.4401 -0.3239 10.2514 -0.25 0.58 -0.02
H 2.1995 2.2688 12.2341 0.59 -0.42 -0.65
H 1.5482 1.8819 13.6816 -0.74 -0.62 0.09
H 2.7915 0.8259 13.2000 0.20 -0.15 -0.60
C 9.5492 0.9964 9.0183 1.91 -2.59 0.21
O 10.4994 0.5910 9.7287 -2.13 1.36 -1.38
N 9.1691 0.3260 7.8703 0.55 -0.32 0.92
C 8.1428 0.8393 7.0185 -1.22 1.15 -0.54
C 9.9040 -0.8048 7.2926 0.72 0.37 -0.67
H 8.9056 1.8585 9.2523 0.17 -0.05 0.01
H 8.4009 1.7268 6.4408 0.61 0.14 -0.04
H 7.2671 1.1716 7.5760 -0.07 -0.26 0.24
H 7.7903 0.1462 6.2547 0.18 -0.41 0.41
H 10.5005 -0.4160 6.4673 0.08 0.13 -0.30
H 10.6500 -1.3373 7.8826 -0.55 0.42 0.77
H 9.2368 -1.5297 6.8263 -0.28 0.06 0.37
C -4.7361 5.9816 6.6226 0.19 1.09 -0.40
O -4.6106 7.0559 6.0318 -0.24 -1.32 0.55
N -5.4725 5.8203 7.7463 -0.95 -0.18 0.67
C -5.6165 4.5827 8.5254 0.63 -0.05 -0.80
C -6.4470 6.8407 8.1540 0.34 -0.06 -0.75
H -4.2515 5.0517 6.2869 0.11 0.06 0.04
H -5.1598 4.7348 9.5034 -0.34 -0.15 0.16
H -5.1383 3.7157 8.0696 0.49 0.31 -0.27
H -6.6552 4.2559 8.5734 -0.17 0.44 0.34
H -7.3956 6.3099 8.2345 -0.17 0.32 0.31
H -6.1830 7.3658 9.0720 0.02 -0.28 0.18
H -6.5307 7.5983 7.3748 0.11 -0.14 -0.04
C -5.0398 10.1061 -1.1105 -1.32 2.37 -1.43
O -5.9486 10.8002 -1.5832 0.47 -1.17 0.63
N -3.7512 10.3876 -1.4031 0.73 -1.35 2.22
C -3.2859 11.3182 -2.3805 0.22 0.29 -1.43
C -2.7126 9.6327 -0.6655 -0.37 -0.51 -0.90
H -5.2450 9.2615 -0.4347 0.38 0.08 -0.07
H -4.0282 11.8778 -2.9498 -0.65 -0.69 0.33
H -2.7366 10.6898 -3.0815 0.28 0.35 -0.40
H -2.6274 12.1339 -2.0818 0.27 -0.35 0.91
H -3.1000 8.6774 -0.3112 -0.49 0.30 0.41
H -1.9726 9.2499 -1.3683 0.43 0.60 -0.07
H -2.2671 10.1858 0.1614 0.05 0.06 -0.18
C 3.7758 -5.7231 3.6679 1.18 -0.13 -0.94
C 5.3207 -5.4992 3.7966 -1.66 0.18 0.55
O 5.9387 -6.4901 2.9544 1.57 -0.32 -0.29
P 7.4788 -6.9961 3.1295 -0.88 -1.20 1.47
O 7.7635 -7.5150 4.4932 0.25 1.27 -1.18
O 7.5548 -8.2111 2.0810 -0.97 1.11 -0.29
C 8.4450 -9.3184 2.2804 0.57 0.60 -0.82
C 8.3228 -10.3195 1.1610 -0.78 -0.81 -0.02
O 8.4503 -5.8299 2.5834 -0.70 -0.02 1.09
C 8.2206 -5.2421 1.3107 0.06 -0.71 -1.74
C 9.0277 -6.0165 0.2556 -0.54 0.06 -0.40
H 3.1306 -4.9905 4.1526 0.41 0.08 0.16
H 3.6298 -5.6447 2.5906 -0.49 -0.03 -0.05
H 3.4820 -6.7329 3.9545 0.16 0.06 0.19
H 5.5445 -4.4927 3.4430 0.23 -0.06 -0.17
H 5.5986 -5.5495 4.8494 0.50 -0.42 -0.13
H 9.4499 -8.9135 2.1608 0.24 0.01 0.79
H 8.2476 -9.7762 3.2497 0.28 0.17 -0.02
H 7.3919 -10.8787 1.2547 -0.04 -0.14 0.02
H 8.3389 -9.9673 0.1296 0.17 0.60 0.23
H 9.1490 -11.0231 1.2631 -0.01 -0.11 0.06
H 7.1587 -5.1738 1.0746 -0.23 -0.77 0.08
H 8.4790 -4.1939 1.1600 0.67 0.12 1.26
H 10.0668 -5.6905 0.2096 -0.11 0.18 -0.03
H 9.0450 -7.1019 0.3538 -0.27 0.08 0.47
H 8.5185 -5.8509 -0.6938 0.36 0.22 -0.29
C -8.4316 -6.3932 -1.3657 -0.01 1.21 0.55
C -7.9517 -7.3926 -2.3832 -0.47 -0.93 0.75
O -7.9157 -6.9340 -3.7186 2.98 1.71 -1.38
P -6.4633 -6.3357 -4.2598 -0.13 -0.96 -0.52
O -6.5810 -5.6944 -5.5770 0.07 -0.21 0.79
O -5.9241 -5.4388 -3.0504 -0.58 -0.73 0.13
C -4.8261 -4.5488 -3.2438 0.56 0.69 -1.72
C -4.7606 -3.5911 -2.0954 -0.54 -0.03 -0.08
O -5.3898 -7.5809 -4.2429 -2.78 0.75 0.89
C -4.1100 -7.5838 -4.8087 0.76 0.17 -1.18
C -4.0271 -8.7800 -5.7506 -0.04 0.02 0.03
H -9.4376 -5.9935 -1.4930 -0.07 -0.22 -0.53
H -8.4264 -6.7454 -0.3342 0.16 -0.65 -0.12
H -7.7656 -5.5311 -1.3292 0.06 0.06 -0.23
H -6.9528 -7.7327 -2.1100 -0.12 -0.34 0.19
H -8.6527 -8.2230 -2.4678 0.22 -0.28 0.48
H -3.8653 -4.9997 -3.4921 0.01 -0.96 0.78
H -5.0044 -4.0625 -4.2028 -0.31 0.60 0.09
H -5.6072 -2.9177 -2.2284 0.05 0.18 0.42
H -4.8866 -4.1610 -1.1748 0.14 0.21 0.14
H -3.8364 -3.0136 -2.0750 -0.05 -0.13 -0.03
H -3.8827 -6.6684 -5.3552 -0.28 0.20 -0.07
H -3.3899 -7.6287 -3.9917 0.10 -0.29 0.01
H -4.7415 -8.7494 -6.5732 -0.44 0.37 0.32
H -3.0851 -8.8464 -6.2949 0.37 -0.15 0.58
H -4.2567 -9.6547 -5.1419 0.32 -0.29 -0.29
C -4.6589 4.6845 -5.6339 -0.39 0.24 0.32
C -5.3138 3.4491 -4.9335 1.01 0.68 -1.55
O -6.7760 3.4764 -4.9556 0.30 -0.49 -0.83
P -7.5324 3.0213 -6.3394 0.58 0.89 -0.48
O -6.8431 1.9921 -7.1695 -0.66 1.76 1.10
O -7.8206 4.4590 -7.0472 -0.19 -1.31 -0.07
C -8.6847 5.4795 -6.5038 0.78 0.62 1.53
C -7.8958 6.8161 -6.3245 -1.12 -1.29 -0.15
O -8.9797 2.5870 -5.8236 1.18 1.91 -1.36
C -8.9786 1.4913 -4.9708 -0.38 -1.08 0.79
C -10.3603 1.4659 -4.3768 -0.60 -0.42 0.66
H -3.5808 4.6437 -5.7897 0.14 -0.82 0.38
H -5.0268 4.8296 -6.6497 -0.44 -0.02 0.11
H -4.7670 5.6086 -5.0661 -0.48 0.04 0.01
H -4.9633 2.6119 -5.5371 -0.27 -0.38 0.32
H -4.9318 3.3504 -3.9175 -0.59 -0.01 0.04
H -9.6076 5.6135 -7.0682 0.39 -0.18 -0.63
H -9.0294 5.1901 -5.5111 0.06 -0.27 0.09
H -7.2240 6.7785 -5.4669 0.32 -0.29 -0.36
H -7.4051 7.0199 -7.2762 0.11 0.46 0.28
H -8.6472 7.5503 -6.0340 0.06 0.35 -0.45
H -8.7193 0.5970 -5.5373 -0.17 -0.18 0.03
H -8.1968 1.6282 -4.2237 -0.15 -0.04 0.30
H -11.1276 1.0302 -5.0167 0.26 -0.18 -0.24
H -10.3670 0.9133 -3.4373 -0.04 -0.06 0.02
H -10.7232 2.4731 -4.1720 0.33 0.11 0.13
C 2.8523 -5.4233 -10.7536 -0.83 -0.31 -0.22
C 1.4615 -4.9042 -10.1969 1.92 0.32 1.37
O 1.6525 -3.5400 -9.8583 0.10 2.55 0.64
P 0.8891 -2.7794 -8.6776 1.97 1.84 1.73
O -0.5660 -2.8486 -8.5681 0.40 -0.21 -0.50
O 1.4558 -1.2257 -8.8120 -1.18 -1.73 -0.47
C 2.7743 -0.8492 -9.2713 -0.77 0.11 0.39
C 2.7712 0.5562 -9.8897 1.00 -0.76 -0.25
O 1.6492 -3.3190 -7.2982 -0.28 1.58 -0.58
C 2.0913 -2.3788 -6.2239 0.49 -0.86 0.10
C 3.6164 -2.5781 -5.9594 -1.37 -0.09 -0.41
H 3.1111 -5.1037 -11.7631 -0.67 -0.32 -0.30
H 3.7812 -5.1564 -10.2497 -0.63 0.84 1.01
H 2.9071 -6.5040 -10.6225 -0.42 -0.20 -0.66
H 0.5296 -4.8504 -10.7597 0.42 -1.22 -0.54
H 1.3405 -5.3176 -9.1956 -0.47 -1.15 -0.41
H 3.3959 -0.8670 -8.3761 0.32 -0.09 -0.16
H 3.0776 -1.5989 -10.0020 0.39 0.15 0.09
H 3.8131 0.8754 -9.8645 0.19 0.16 0.22
H 2.6002 0.4833 -10.9637 -0.75 0.25 0.12
H 2.1997 1.3255 -9.3704 -0.27 -0.38 -0.12
H 1.8933 -1.3158 -6.3616 0.10 -0.08 -1.30
H 1.4735 -2.4998 -5.3340 0.06 -1.00 0.03
H 3.9071 -3.4653 -5.3968 -0.49 0.12 0.40
H 4.1063 -2.7508 -6.9177 0.13 0.68 -0.10
H 3.8989 -1.6572 -5.4493 0.66 -0.21 -0.07
```
Forces are in eV/Å.

Energy above the lowest of the compared OMol25 structures with the same formula, charge and spin (kJ/mol): 325.4
Electronic energy (hartree): -7597.6535
Net charge: -1
M (g/mol): 1283.01
Frontier orbital gap (eV): 9.56
HOMO energy (hartree): -0.2894
Multiplicity: 1

Atomic partial charges in e from the Löwdin method, atoms 1 to 2: 0.8984, -0.3042